Entry 1:
This record from the OMol25 dataset describes a structure of composition FNO4S in a non-equilibrium geometry. The level of theory is ωB97M-V/def2-TZVPD.

Geometry as XYZ:
```
7
Properties=species:S:1:pos:R:3:lowdin_charge:R:1
N 1.371 -0.003 -0.130 -0.350
O 1.659 -0.923 -0.741 0.183
O 1.813 0.633 0.703 0.185
O -1.538 1.410 -0.398 -0.307
O -1.225 -1.027 -0.850 -0.260
F -1.167 -0.192 1.539 -0.253
S -0.913 0.102 -0.123 0.802
```

electronic energy = -853.58993 Ha
relative energy (zero: lowest compared OMol25 entry of this formula, charge and spin) = 179.58 kJ/mol
orbital gap (spin up / spin down) = 8.504 / 8.509 eV
strongest force on any atom = 5.98 eV/A
HOMO level (spin up / spin down) = -11.0 / -11.0 eV

Entry 2:
This record from the OMol25 dataset describes an isolated molecule of FNOS in a non-equilibrium geometry. The level of theory is ωB97M-V/def2-TZVPD.

Geometry as XYZ:
```
4
Properties=species:S:1:pos:R:3:lowdin_charge:R:1
N -0.739 0.424 -0.073 -0.183
O 1.963 0.193 -0.042 -0.549
F -1.815 -0.387 -0.052 -0.175
S 0.793 -0.631 -0.033 0.907
```

electronic energy = -627.89333 Ha
relative energy (zero: lowest compared OMol25 entry of this formula, charge and spin) = 116.74 kJ/mol
orbital gap (spin up / spin down) = 8.916 / 9.256 eV
strongest force on any atom = 4.41 eV/A
HOMO level (spin up / spin down) = -10.2 / -10.9 eV

Entry 3:
This record from the OMol25 dataset describes a cluster of 2 separate species, FO5S in total in a non-equilibrium geometry. The level of theory is ωB97M-V/def2-TZVPD.

Geometry as XYZ:
```
7
Properties=species:S:1:pos:R:3:lowdin_charge:R:1
O 1.466 -0.897 -1.023 -0.305
O 1.564 1.368 -0.121 -0.257
O 0.805 -0.610 1.266 -0.290
O -1.779 -0.512 -0.413 -0.103
O -0.257 0.785 -0.318 -0.167
F -2.709 -0.106 0.542 -0.178
S 1.005 -0.018 0.003 0.301
```

charge = -1
electronic energy = -874.06469 Ha
relative energy (zero: lowest compared OMol25 entry of this formula, charge and spin) = 16.84 kJ/mol
orbital gap (spin up / spin down) = 7.849 / 7.851 eV
strongest force on any atom = 4.69 eV/A
HOMO level (spin up / spin down) = -5.8 / -5.8 eV

Entry 4:
This record from the OMol25 dataset describes an isolated molecule of FOPS in a non-equilibrium geometry. The level of theory is ωB97M-V/def2-TZVPD.

Geometry as XYZ:
```
4
Properties=species:S:1:pos:R:3:lowdin_charge:R:1
O -0.045 0.857 0.875 -0.622
F -0.886 -0.082 -1.235 -0.334
P -0.559 -0.532 0.225 0.449
S 1.490 -0.243 0.135 0.508
```

SMILES string = Fp1os1
electronic energy = -914.64204 Ha
relative energy (zero: lowest compared OMol25 entry of this formula, charge and spin) = 148.57 kJ/mol
orbital gap = 8.494 eV
strongest force on any atom = 2.94 eV/A
HOMO level = -10.1 eV

Entry 5:
This record from the OMol25 dataset describes a structure of composition FeH12O6. The level of theory is ωB97M-V/def2-TZVPD.

Geometry as XYZ:
```
19
Properties=species:S:1:pos:R:3:lowdin_charge:R:1
Fe -0.083 0.010 0.038 0.824
O 1.538 1.327 -0.608 -0.030
H 1.832 2.111 -0.121 0.107
H 2.104 1.294 -1.393 0.108
O -1.269 1.712 0.428 -0.021
H -1.189 2.209 1.256 0.114
H -1.751 2.279 -0.193 0.117
O -0.750 0.077 -2.009 -0.026
H -0.145 0.120 -2.764 0.107
H -1.617 -0.131 -2.389 0.112
O 1.217 -1.617 -0.479 -0.031
H 2.163 -1.563 -0.275 0.107
H 1.081 -2.470 -0.919 0.117
O -1.565 -1.416 0.732 -0.024
H -1.699 -2.064 1.439 0.112
H -2.361 -1.485 0.186 0.104
O 0.650 -0.040 2.023 -0.024
H 1.450 0.368 2.386 0.114
H 0.391 -0.719 2.663 0.110
```

multiplicity = 5
charge = +2
electronic energy = -1721.82987 Ha
relative energy (zero: lowest compared OMol25 entry of this formula, charge and spin) = 6.74 kJ/mol
orbital gap (spin up / spin down) = 12.144 / 10.394 eV
strongest force on any atom = 0.50 eV/A
HOMO level (spin up / spin down) = -19.1 / -17.4 eV

Entry 6:
This record from the OMol25 dataset describes a structure of composition FeH15O8 in a non-equilibrium geometry. The level of theory is ωB97M-V/def2-TZVPD.

Geometry as XYZ:
```
24
Properties=species:S:1:pos:R:3:lowdin_charge:R:1
Fe -8.469 -17.695 -18.895 1.220
O -8.750 -18.915 -17.464 -0.281
H -8.954 -19.864 -17.353 0.059
O -11.826 -19.272 -17.330 0.183
H -10.882 -19.229 -17.482 0.010
H -11.925 -19.881 -16.598 0.110
O -8.919 -16.876 -15.259 0.109
H -8.736 -17.815 -15.285 0.021
H -9.508 -16.768 -14.512 0.107
O -10.226 -16.709 -18.358 0.002
H -10.392 -16.040 -17.694 0.122
H -11.081 -16.865 -18.760 0.119
O -7.429 -16.269 -17.809 0.012
H -7.883 -15.693 -17.194 0.099
H -6.528 -15.945 -17.821 0.134
O -6.765 -18.536 -19.478 0.013
H -6.675 -19.132 -20.222 0.131
H -5.880 -18.460 -19.122 0.138
O -8.518 -20.164 -14.956 0.245
H -8.004 -20.969 -15.028 0.132
H -8.339 -19.692 -15.769 0.018
O -9.461 -18.897 -20.123 0.017
H -10.129 -18.662 -20.767 0.142
H -9.291 -19.825 -20.282 0.137
```

multiplicity = 7
charge = +3
electronic energy = -1873.32067 Ha
relative energy (zero: lowest compared OMol25 entry of this formula, charge and spin) = 0.00 kJ/mol
orbital gap (spin up / spin down) = 12.705 / 3.509 eV
strongest force on any atom = 2.90 eV/A
HOMO level (spin up / spin down) = -23.8 / -21.4 eV

Entry 7:
This record from the OMol25 dataset describes a structure of composition FeH8IO4 in a non-equilibrium geometry. The level of theory is ωB97M-V/def2-TZVPD.

Geometry as XYZ:
```
14
Properties=species:S:1:pos:R:3:lowdin_charge:R:1
Fe 2.527 -2.376 -1.968 0.998
I 1.326 -0.221 -0.650 0.535
O -1.162 1.668 1.002 -0.050
H -0.465 1.309 0.453 -0.118
H -1.213 1.069 1.747 0.039
O -1.538 -0.988 -2.705 -0.069
H -1.138 -1.145 -3.560 0.029
H -0.803 -0.762 -2.134 -0.131
O 2.136 2.825 1.654 -0.047
H 2.088 2.079 1.057 -0.069
H 1.560 2.589 2.381 0.037
O -1.016 -2.105 1.277 -0.072
H -1.868 -2.179 0.847 0.046
H -0.434 -1.763 0.599 -0.128
```

multiplicity = 5
charge = +1
electronic energy = -1866.75396 Ha
relative energy (zero: lowest compared OMol25 entry of this formula, charge and spin) = 29.54 kJ/mol
orbital gap (spin up / spin down) = 5.302 / 5.173 eV
strongest force on any atom = 2.88 eV/A
HOMO level (spin up / spin down) = -13.9 / -13.9 eV

Entry 8:
This record from the OMol25 dataset describes a structure of composition H10Li5O13S2 in a non-equilibrium geometry. The level of theory is ωB97M-V/def2-TZVPD.

Geometry as XYZ:
```
30
Properties=species:S:1:pos:R:3:lowdin_charge:R:1
Li -3.946 10.031 1.655 0.724
Li -4.449 14.035 -1.691 0.894
Li -0.610 11.081 0.489 0.832
Li -4.397 8.533 -2.513 0.891
Li -5.666 10.961 -0.218 0.735
S -2.938 11.040 -1.461 0.373
O -1.482 10.825 -1.246 -0.433
O -3.401 10.206 -2.593 -0.410
O -3.686 10.684 -0.202 -0.492
O -3.162 12.487 -1.739 -0.421
S -5.801 10.940 3.062 0.262
O -6.009 10.761 1.518 -0.635
O -6.313 9.747 3.711 -0.349
O -4.300 10.983 3.276 -0.503
O -6.462 12.182 3.404 -0.342
O -1.334 12.922 0.822 -0.072
H -2.134 13.015 0.286 0.024
H -0.830 13.729 0.654 0.087
O -1.751 14.140 -3.679 -0.074
H -2.106 13.315 -3.322 -0.029
H -0.871 14.191 -3.284 0.021
O -3.781 11.048 -5.257 -0.051
H -3.583 10.848 -4.332 -0.037
H -3.619 11.990 -5.377 0.039
O 0.137 12.551 -2.656 -0.044
H 1.004 12.223 -2.917 0.070
H -0.314 11.818 -2.212 -0.009
O -0.545 8.355 -2.034 -0.052
H -0.881 9.187 -1.660 -0.036
H -0.688 7.667 -1.376 0.039
```

charge = +1
electronic energy = -1818.21602 Ha
orbital gap = 4.969 eV
strongest force on any atom = 1.92 eV/A
HOMO level = -10.2 eV